Record 1
Formula: C36H80F5N5O8P
Source: OMol25
Level of theory: the ωB97M-V functional and the def2-TZVPD basis

CARTESIAN COORDINATES (ANGSTROEM)
1 C -1.208 1.094 5.121
2 C 0.020 0.143 5.649
3 C 1.136 -0.233 4.509
4 C 1.879 1.099 3.836
5 C 1.094 1.474 2.409
6 C 1.921 0.913 1.077
7 C 1.087 -0.279 0.268
8 C 0.592 0.186 -1.227
9 C -1.077 0.228 -1.296
10 C -1.725 -1.254 -1.678
11 C -1.835 -2.201 -0.304
12 C -3.219 -3.077 -0.236
13 O -4.510 -2.360 -0.001
14 P -4.965 -2.462 1.713
15 C -6.134 -1.020 1.259
16 C -5.439 0.481 1.509
17 C -6.472 1.554 0.778
18 C -6.979 2.765 1.762
19 F -6.104 3.987 1.615
20 F -7.178 2.365 3.184
21 C -8.484 3.254 1.226
22 F -9.534 2.288 1.693
23 F -8.805 4.622 1.755
24 F -8.512 3.255 -0.262
25 C -6.523 -3.558 1.397
26 C -7.010 -4.421 2.703
27 C -8.276 -3.777 3.527
28 N -8.942 -2.446 3.257
29 O -8.781 -4.496 4.565
30 O -5.486 -2.179 3.350
31 C -4.485 -2.602 4.341
32 C -4.980 -1.935 5.793
33 C -4.754 -0.313 5.872
34 O -4.098 -3.950 1.973
35 C -2.911 -4.081 1.066
36 N -2.455 -5.512 0.721
37 O -1.807 -3.673 1.988
38 H -1.905 1.373 6.049
39 H -0.796 2.095 4.670
40 H -1.906 0.541 4.354
41 H 0.538 0.667 6.580
42 H -0.450 -0.852 6.051
43 H 0.693 -0.889 3.615
44 H 1.998 -0.912 4.978
45 H 3.027 0.873 3.669
46 H 1.697 2.040 4.543
47 H 0.963 2.649 2.278
48 H 0.049 0.944 2.485
49 H 2.888 0.364 1.511
50 H 2.231 1.806 0.351
51 H 0.179 -0.617 0.954
52 H 1.775 -1.231 0.151
53 H 1.085 1.215 -1.499
54 H 0.905 -0.564 -2.095
55 H -1.502 0.618 -0.262
56 H -1.399 0.955 -2.162
57 H -1.088 -1.783 -2.506
58 H -2.845 -1.041 -2.000
59 H -0.845 -2.854 -0.300
60 H -1.845 -1.422 0.598
61 H -3.347 -3.714 -1.235
62 H -3.811 -1.608 1.996
63 H -6.347 -1.091 0.111
64 H -7.117 -1.035 1.927
65 H -5.390 0.604 2.679
66 H -4.406 0.601 0.971
67 H -7.433 0.971 0.382
68 H -5.979 2.029 -0.200
69 H -6.176 -4.359 0.582
70 H -7.375 -2.933 0.874
71 H -7.394 -5.470 2.282
72 H -6.132 -4.705 3.454
73 H -8.974 -2.314 2.222
74 H -8.330 -1.688 3.663
75 H -4.482 -3.778 4.548
76 H -3.395 -2.187 4.134
77 H -6.131 -2.234 5.879
78 H -4.403 -2.551 6.622
79 H -5.776 0.147 6.274
80 H -3.961 -0.121 6.729
81 H -4.395 0.163 4.863
82 H -2.510 -5.674 -0.313
83 H -1.423 -5.565 0.962
84 H -2.024 -2.797 2.424
85 C 5.162 0.821 -6.057
86 C 4.788 0.934 -4.581
87 C 3.431 0.279 -4.236
88 O 2.289 1.045 -4.631
89 C 1.932 0.903 -5.998
90 N 4.818 2.350 -4.187
91 H 4.606 1.520 -6.688
92 H 6.226 1.046 -6.197
93 H 4.986 -0.193 -6.431
94 H 5.561 0.403 -4.012
95 H 3.365 0.197 -3.145
96 H 3.365 -0.744 -4.626
97 H 2.124 -0.106 -6.373
98 H 2.461 1.643 -6.600
99 H 0.861 1.109 -6.092
100 H 4.664 2.412 -3.180
101 H 3.986 2.794 -4.587
102 C 6.645 -0.090 -9.345
103 C 5.373 -0.164 -10.185
104 C 5.618 0.043 -11.698
105 O 5.845 1.404 -12.077
106 C 7.174 1.857 -11.869
107 N 4.397 0.802 -9.660
108 H 6.996 0.935 -9.200
109 H 6.466 -0.507 -8.347
110 H 7.454 -0.668 -9.805
111 H 4.960 -1.173 -10.056
112 H 4.710 -0.262 -12.230
113 H 6.424 -0.602 -12.067
114 H 7.912 1.067 -12.037
115 H 7.275 2.268 -10.864
116 H 7.370 2.669 -12.577
117 H 3.516 0.681 -10.161
118 H 4.711 1.735 -9.945
119 C 7.792 2.419 6.353
120 C 7.248 1.826 5.056
121 C 6.516 2.857 4.165
122 O 5.201 3.197 4.615
123 C 5.168 4.170 5.649
124 N 6.382 0.683 5.380
125 H 7.012 2.588 7.100
126 H 8.521 1.737 6.806
127 H 8.300 3.371 6.168
128 H 8.108 1.454 4.486
129 H 6.379 2.408 3.175
130 H 7.119 3.759 4.014
131 H 5.967 4.911 5.546
132 H 5.223 3.682 6.623
133 H 4.207 4.689 5.596
134 H 6.099 0.231 4.509
135 H 5.505 1.062 5.751

charge: -1

Here are the Löwdin charges for atoms 1 to 5, given in e:
1. C -0.149
2. C -0.263
3. C -0.224
4. C -0.205
5. C -0.210

***

Record 2
Formula: C3H11GaN
Source: OMol25
Level of theory: the ωB97M-V functional and the def2-TZVPD basis

CARTESIAN COORDINATES (ANGSTROEM)
1 C -1.537 1.450 -1.307
2 C -0.786 0.069 -1.296
3 C 0.112 0.035 -0.046
4 N 0.850 -1.245 0.107
5 Ga 1.787 -1.079 1.847
6 H -2.412 1.433 -0.645
7 H -0.843 2.170 -0.855
8 H -1.811 1.742 -2.327
9 H -0.217 0.018 -2.234
10 H -1.516 -0.751 -1.298
11 H 0.828 0.865 -0.011
12 H -0.525 0.143 0.861
13 H 0.113 -1.917 0.312
14 H 0.670 -1.287 3.009
15 H 2.277 0.471 1.905
16 H 3.009 -2.116 1.980

charge: -1
ΔE to the lowest compared entry with this formula, charge and spin: 0.2512 eV

Here are the Löwdin charges for atoms 1 to 5, given in e:
1. C -0.138
2. C -0.265
3. C -0.459
4. N -0.235
5. Ga 0.113

***

Record 3
Formula: C5H12NO
Source: OMol25
Level of theory: the ωB97M-V functional and the def2-TZVPD basis

CARTESIAN COORDINATES (ANGSTROEM)
1 O 1.991 -1.909 0.000
2 C 1.634 -0.648 -0.455
3 C 0.604 -0.143 0.539
4 C -0.713 -0.920 0.468
5 C -1.824 0.062 0.025
6 C -1.111 1.328 -0.414
7 N 0.220 1.311 0.269
8 H 2.596 -2.344 -0.612
9 H 1.154 -0.676 -1.444
10 H 2.501 0.006 -0.594
11 H 0.921 -0.115 1.579
12 H -0.630 -1.796 -0.172
13 H -0.887 -1.349 1.454
14 H -2.513 0.250 0.849
15 H -2.439 -0.366 -0.761
16 H -1.658 2.223 -0.127
17 H -0.950 1.308 -1.489
18 H 0.866 1.917 -0.245
19 H 0.237 1.861 1.130

SMILES string: OC[C@@H]1CCC[NH2+]1
charge: +1
ΔE to the lowest compared entry with this formula, charge and spin: 0.2600 eV

Here are the Löwdin charges for atoms 1 to 5, given in e:
1. O -0.011
2. C -0.239
3. C -0.217
4. C -0.104
5. C -0.127

***

Record 4
Formula: C18H49N3O6
Source: OMol25
Level of theory: the ωB97M-V functional and the def2-TZVPD basis

CARTESIAN COORDINATES (ANGSTROEM)
1 C -2.236 0.883 0.266
2 O -2.057 -0.378 -0.329
3 C -1.274 -1.292 0.409
4 C 0.182 -0.889 0.600
5 C 0.910 -0.916 -0.727
6 N 0.747 -1.808 1.594
7 H -1.831 0.920 1.280
8 H -3.317 1.022 0.415
9 H -1.925 1.724 -0.356
10 H -1.802 -1.489 1.352
11 H -1.335 -2.246 -0.125
12 H 0.184 0.125 1.007
13 H 0.535 -0.109 -1.366
14 H 0.713 -1.822 -1.305
15 H 1.981 -0.784 -0.572
16 H 1.265 -2.552 1.142
17 H 1.419 -1.327 2.181
18 C 1.973 1.376 -3.712
19 O 2.844 1.284 -4.799
20 C 4.184 1.538 -4.462
21 C 4.971 1.740 -5.722
22 C 5.439 0.440 -6.340
23 N 6.099 2.649 -5.509
24 H 2.087 0.540 -3.010
25 H 0.959 1.400 -4.107
26 H 2.144 2.300 -3.139
27 H 4.281 2.386 -3.766
28 H 4.601 0.685 -3.894
29 H 4.318 2.178 -6.493
30 H 5.784 0.580 -7.364
31 H 4.595 -0.252 -6.350
32 H 6.258 -0.001 -5.764
33 H 6.622 2.763 -6.368
34 H 5.762 3.567 -5.244
35 C -0.219 1.449 5.970
36 O -1.280 0.563 5.716
37 C -0.979 -0.328 4.653
38 C -2.244 -1.084 4.331
39 N -3.217 -0.184 3.701
40 C -4.551 -0.742 3.596
41 C -4.697 -1.878 2.603
42 O -4.108 -3.068 3.070
43 C -3.847 -3.975 2.033
44 H 0.759 0.972 6.143
45 H -0.454 2.013 6.868
46 H -0.079 2.082 5.081
47 H -0.188 -1.016 4.971
48 H -0.647 0.287 3.801
49 H -2.654 -1.417 5.302
50 H -2.105 -1.939 3.679
51 H -3.183 0.702 4.187
52 H -5.260 0.041 3.305
53 H -4.956 -1.043 4.583
54 H -4.310 -1.555 1.627
55 H -5.782 -2.019 2.465
56 H -4.675 -3.986 1.318
57 H -3.769 -4.981 2.450
58 H -2.888 -3.761 1.549
59 C -1.489 -1.715 -3.918
60 C -2.578 -0.683 -3.727
61 O -3.510 -1.033 -2.702
62 H -0.723 -1.727 -3.145
63 H -0.996 -1.521 -4.879
64 H -1.925 -2.711 -4.008
65 H -3.158 -0.639 -4.650
66 H -2.167 0.307 -3.508
67 H -3.121 -0.774 -1.856
68 C 2.411 1.541 2.784
69 C 1.962 2.553 1.764
70 O 2.490 3.818 2.171
71 H 3.504 1.428 2.741
72 H 2.089 0.516 2.596
73 H 2.212 1.852 3.807
74 H 0.866 2.641 1.749
75 H 2.267 2.276 0.749
76 H 2.119 4.502 1.608

SMILES string: COC[C@H](C)N.COC[C@H](C)N.COCCNCCOC.CCO.CCO
ΔE to the lowest compared entry with this formula, charge and spin: 0.0000 eV

Here are the Löwdin charges for atoms 1 to 5, given in e:
1. C -0.094
2. O -0.220
3. C -0.197
4. C -0.431
5. C -0.059

***

Record 5
Formula: C28H35N5OOsP2
Source: OMol25
Level of theory: the ωB97M-V functional and the def2-TZVPD basis

CARTESIAN COORDINATES (ANGSTROEM)
1 Os -1.552 -4.594 -1.417
2 C -1.620 -6.518 -1.907
3 C -0.591 -5.879 -2.706
4 C -0.815 -5.595 -4.176
5 C -2.000 -4.650 -4.358
6 C -2.268 -3.861 -3.091
7 C -3.302 -4.316 -2.151
8 C -3.985 -5.616 -2.453
9 C -2.992 -6.829 -2.475
10 C -0.623 -0.606 -1.852
11 H -1.258 -7.211 -1.137
12 H 0.450 -6.158 -2.500
13 H -0.951 -6.519 -4.752
14 H 0.094 -5.143 -4.605
15 H -1.759 -3.965 -5.185
16 H -2.910 -5.190 -4.624
17 H -2.283 -2.787 -3.317
18 H -3.927 -3.556 -1.671
19 H -4.526 -5.567 -3.405
20 H -4.728 -5.773 -1.661
21 H -3.463 -7.610 -1.862
22 H -2.919 -7.241 -3.493
23 H -1.105 -1.608 -1.868
24 H -1.377 0.131 -1.582
25 H 0.114 -0.602 -1.044
26 P 0.136 -0.335 -3.422
27 P 1.455 -3.470 -1.362
28 N -1.190 -0.222 -4.524
29 N 0.939 1.118 -3.694
30 N 0.189 -5.308 1.129
31 N 2.223 -2.738 -0.028
32 C 1.002 -1.872 -3.818
33 C 2.023 -2.398 -2.755
34 C -2.541 -0.195 -4.150
35 C -3.306 -0.017 -5.282
36 C -2.417 0.033 -6.401
37 C -1.125 -0.133 -5.925
38 C 0.334 2.397 -3.780
39 C 1.225 3.261 -4.382
40 C 2.413 2.513 -4.693
41 C 2.214 1.212 -4.280
42 C -1.089 -5.681 1.425
43 C -1.112 -6.495 2.604
44 C 0.246 -6.713 2.947
45 C 1.009 -5.944 2.019
46 C 3.147 -3.441 0.764
47 C 3.765 -2.552 1.628
48 C 3.182 -1.256 1.404
49 C 2.233 -1.404 0.409
50 H 1.518 -1.732 -4.780
51 H 0.187 -2.585 -3.976
52 H 2.761 -2.992 -3.316
53 H 2.541 -1.552 -2.292
54 H -2.829 -0.338 -3.116
55 H -4.381 0.103 -5.303
56 H -2.714 0.200 -7.429
57 H -0.183 -0.228 -6.456
58 H -0.664 2.551 -3.376
59 H 1.048 4.308 -4.592
60 H 3.301 2.888 -5.180
61 H 2.832 0.323 -4.319
62 H -1.946 -5.429 0.788
63 H -2.009 -6.866 3.068
64 H 0.654 -7.306 3.751
65 H 2.076 -5.833 1.984
66 H 3.239 -4.501 0.630
67 H 4.542 -2.778 2.343
68 H 3.427 -0.330 1.911
69 H 1.537 -0.687 0.013
70 O -0.547 -2.171 1.707
71 C -1.141 -2.655 0.798
72 N -1.828 -3.116 -0.084

2S+1: 5
charge: +2
<S²>: 6.03
ΔE to the lowest compared entry with this formula, charge and spin: 0.0000 eV

Here are the Löwdin charges for atoms 1 to 5, given in e:
1. Os 1.528
2. C -0.323
3. C -0.331
4. C -0.174
5. C -0.165

***

Record 6
Formula: CCl2O2
Source: OMol25
Level of theory: the ωB97M-V functional and the def2-TZVPD basis

CARTESIAN COORDINATES (ANGSTROEM)
1 C -0.644 0.827 0.162
2 O -0.025 -0.361 0.272
3 O 0.556 0.776 -0.354
4 Cl -1.925 -1.698 -1.921
5 Cl -2.541 -0.076 -0.820

ΔE to the lowest compared entry with this formula, charge and spin: 3.1502 eV

Charges per atom according to Löwdin partitioning, unit e:
1. C -0.283
2. O -0.093
3. O 0.020
4. Cl 0.112
5. Cl 0.245

***

Record 7
Formula: H12O5S
Source: OMol25
Level of theory: the ωB97M-V functional and the def2-TZVPD basis

CARTESIAN COORDINATES (ANGSTROEM)
1 O 1.904 -0.867 -2.038
2 H 1.551 -0.124 -2.541
3 H 1.132 -1.226 -1.572
4 O 1.677 0.178 2.718
5 H 1.725 0.766 1.944
6 H 2.259 0.511 3.407
7 O -0.146 -1.108 0.210
8 H -0.893 -1.451 0.709
9 H 0.425 -0.642 0.845
10 O 1.891 0.898 0.166
11 H 2.407 0.323 -0.425
12 H 1.337 1.423 -0.438
13 O -0.553 1.491 -1.097
14 H -0.632 0.688 -0.550
15 H -1.036 1.196 -1.879
16 S -4.430 -0.453 -0.396
17 H -3.725 -0.070 0.682
18 H -4.892 -1.531 0.255

SMILES string: O.O.O.O.O.S
ΔE to the lowest compared entry with this formula, charge and spin: 0.1057 eV

Here are the Löwdin charges for atoms 1 to 5, given in e:
1. O -0.055
2. H 0.044
3. H 0.023
4. O -0.081
5. H -0.009

***

Record 8
Formula: C31H33FIN5O5Tl
Source: OMol25
Level of theory: the ωB97M-V functional and the def2-TZVPD basis

CARTESIAN COORDINATES (ANGSTROEM)
1 Tl 3.647 2.972 -2.050
2 N 1.385 4.110 -3.090
3 C 0.464 3.008 -3.359
4 C 0.475 1.926 -2.268
5 O -0.447 1.093 -2.320
6 O 1.424 1.949 -1.432
7 H 1.036 4.723 -2.363
8 H 1.553 4.658 -3.924
9 H 0.779 2.522 -4.285
10 H -0.576 3.323 -3.490
11 F 2.428 -2.135 2.150
12 C 1.976 -1.989 0.885
13 C 2.693 -1.246 -0.011
14 C 2.257 -1.102 -1.324
15 C 3.057 -0.252 -2.242
16 O 4.107 0.249 -1.833
17 C 2.501 -0.113 -3.565
18 C 1.359 -0.776 -3.874
19 N 0.634 -1.559 -3.031
20 C -0.632 -2.094 -3.463
21 C -1.580 -1.201 -4.202
22 C -1.895 -1.617 -2.799
23 C 1.066 -1.715 -1.733
24 C 0.348 -2.479 -0.809
25 C 0.799 -2.613 0.483
26 N -0.059 -3.373 1.394
27 C 0.607 -4.149 2.486
28 C -0.411 -5.174 3.018
29 N -1.737 -4.782 2.560
30 C -2.007 -3.381 2.898
31 C -1.122 -2.491 2.016
32 C 3.013 0.850 -4.635
33 O 2.790 0.549 -5.812
34 O 3.567 1.909 -4.211
35 H 3.605 -0.745 0.287
36 H 0.959 -0.670 -4.872
37 H -0.589 -3.135 -3.768
38 H -2.127 -1.637 -5.027
39 H -1.283 -0.166 -4.309
40 H -2.672 -2.349 -2.621
41 H -1.777 -0.843 -2.052
42 H -0.589 -2.939 -1.098
43 H 0.896 -3.423 3.239
44 H 1.504 -4.617 2.089
45 H -0.327 -5.201 4.112
46 H -0.187 -6.171 2.637
47 H -2.447 -5.397 2.929
48 H -0.565 -4.063 0.835
49 H -1.813 -3.167 3.957
50 H -3.049 -3.149 2.692
51 H -0.566 -1.737 2.581
52 H -1.671 -2.015 1.206
53 C 0.307 0.348 3.400
54 C -0.904 0.392 2.717
55 C -2.159 0.112 3.360
56 C -3.331 -0.041 2.650
57 C -3.373 0.105 1.257
58 C -2.183 0.471 0.613
59 C -0.997 0.608 1.300
60 H 1.232 0.613 2.899
61 H 0.323 0.282 4.483
62 H -2.166 -0.012 4.439
63 H -4.246 -0.263 3.192
64 H -4.304 0.014 0.712
65 H -2.169 0.659 -0.456
66 H -0.102 0.866 0.738
67 I -0.802 7.828 3.495
68 C -0.059 6.228 2.373
69 C -0.351 4.921 2.723
70 C 0.176 3.908 1.941
71 C 0.972 4.251 0.854
72 N 1.245 5.511 0.514
73 C 0.735 6.482 1.266
74 H -0.969 4.691 3.581
75 H -0.025 2.871 2.176
76 H 1.383 3.475 0.219
77 H 0.965 7.501 0.975

charge: -1
ΔE to the lowest compared entry with this formula, charge and spin: 0.0789 eV

Here are the Löwdin charges for atoms 1 to 5, given in e:
1. Tl 0.906
2. N -0.045
3. C -0.178
4. C -0.655
5. O -0.011

***

Record 9
Formula: C4H10N2O2
Source: OMol25
Level of theory: the ωB97M-V functional and the def2-TZVPD basis

CARTESIAN COORDINATES (ANGSTROEM)
1 C 2.547 1.011 0.473
2 N 1.248 1.042 -0.170
3 C 0.243 0.168 0.457
4 C -1.083 0.978 0.584
5 O -2.212 0.204 0.978
6 C -0.162 -0.924 -0.624
7 N -0.424 -2.120 -0.129
8 O -0.209 -0.503 -1.758
9 H 2.969 0.011 0.644
10 H 3.249 1.552 -0.172
11 H 2.640 1.585 1.398
12 H 1.346 0.712 -1.120
13 H 0.583 -0.254 1.402
14 H -1.194 1.347 -0.437
15 H -1.079 1.838 1.257
16 H -2.669 -0.152 0.210
17 H 0.382 -2.699 0.030
18 H -1.364 -1.511 -0.284

ΔE to the lowest compared entry with this formula, charge and spin: 5.9434 eV

Here are the Löwdin charges for atoms 1 to 5, given in e:
1. C -0.144
2. N -0.079
3. C -0.235
4. C -0.203
5. O -0.061

***

| no. | E (hartree) |
| --- | --- |
| 1 | -3135.582151 |
| 2 | -2100.414884 |
| 3 | -327.450031 |
| 4 | -1330.798438 |
| 5 | -2209.574690 |
| 6 | -1108.716779 |
| 7 | -781.582279 |
| 8 | -2421.142629 |
| 9 | -418.242547 |